Record 1
H10O7V as an isolated structure. Source: the Open Molecules 2025 dataset; level of theory: the ωB97M-V functional and the def2-TZVPD basis.

Summary:
HOMO-LUMO gap (spin up / spin down) (eV): 5.46 / 7.32
Calculated total energy (a.u.): -1476.67305
<S²>: 0.76
Multiplicity: 2
Strongest force on any atom (eV/A): 2.3

Positions of all 18 atoms, in Å:
O -0.5621 -0.8799 1.1941
V 0.1238 -0.0979 -0.0146
O 1.3592 0.7126 0.6981
O 1.3373 -1.8958 -0.5396
H 1.5285 -2.8317 -0.4790
H 2.1514 -1.5046 -0.8565
O 0.6346 0.8877 3.9983
H 0.9662 0.5810 3.1543
H 0.2695 0.1052 4.4113
O 0.5789 0.6135 -2.2454
H 1.3173 1.1368 -2.5570
H 0.1748 0.2702 -3.0423
O -1.2050 1.7288 0.0796
H -1.1184 2.6593 -0.1273
H -2.0270 1.6666 0.5661
O -1.5475 -0.8537 -1.2508
H -2.3320 -1.1938 -0.8206
H -1.6495 -1.1043 -2.1689

Cartesian forces, eV/Å:
-1.8567 -1.0747 0.7208
1.1462 0.8790 1.6404
0.8560 0.4509 -1.2546
0.2324 0.1344 -0.6428
-0.3599 -0.2487 0.3704
0.4216 0.2898 0.0454
0.0059 0.2776 0.4994
0.0604 -0.0541 -0.7515
-0.1143 -0.1651 -0.0090
-0.1317 -0.1069 -0.1059
0.3374 0.2363 0.2736
-0.1670 -0.1030 -0.1648
-0.3680 -0.0723 -0.2288
0.4862 0.1456 -0.0502
-0.1347 -0.2999 0.3517
-0.4781 -0.1344 -1.0039
0.0132 -0.1071 0.5956
0.0511 -0.0474 -0.2858



Record 2
CH3NO as an isolated structure. Source: the Open Molecules 2025 dataset; level of theory: the ωB97M-V functional and the def2-TZVPD basis.

Summary:
HOMO-LUMO gap (eV): 10.72
Calculated total energy (a.u.): -169.78147
Strongest force on any atom (eV/A): 9.9

Positions of all 6 atoms, in Å:
C -0.7711 0.1023 -0.0595
H 2.0122 -0.3667 0.1011
H -0.7391 1.1262 0.1693
H -1.8307 -0.3646 -0.1145
N 0.1929 -0.6975 -0.0133
O 1.1357 0.2004 -0.0831

Cartesian forces, eV/Å:
-6.8945 -3.5195 0.5897
-2.4099 2.2572 -0.6432
0.4828 1.3207 -0.3111
1.8214 0.7711 0.1192
-2.8103 -0.0617 -0.7642
9.8106 -0.7678 1.0097



Record 3
A 2-piece molecular cluster, C8H14O2 overall. Source: the Open Molecules 2025 dataset; level of theory: the ωB97M-V functional and the def2-TZVPD basis.

Summary:
HOMO-LUMO gap (spin up / spin down) (eV): 7.65 / 9.84
Calculated total energy (a.u.): -463.48207
<S²>: 2.04
Multiplicity: 3
Strongest force on any atom (eV/A): 3.2

Positions of all 24 atoms, in Å:
C -1.4378 1.6398 -0.7223
C -1.3694 1.5887 0.6542
C 0.2635 -1.4598 -1.8825
C 1.3227 -0.7040 -1.0968
C 1.7189 0.6172 -1.6723
C -1.1557 0.0858 2.8754
C -1.2968 0.3819 1.3669
C 1.4171 -0.7375 0.3690
O 1.5968 -1.9676 -1.8172
O 1.2920 -1.8157 1.1504
H -2.0030 2.4503 -1.2400
H -1.4300 0.7570 -1.4289
H -1.4893 2.5108 1.1417
H -0.5333 -2.1647 -1.4716
H 0.0265 -1.2253 -2.8558
H 1.5896 0.6721 -2.7276
H 2.6526 0.9858 -1.4491
H 0.9840 1.3628 -1.4042
H -1.0054 0.9518 3.4954
H -2.1864 -0.1890 3.2200
H -0.4041 -0.6646 3.2335
H -1.6202 -0.5849 0.7932
H 1.6866 0.1617 0.8029
H 1.3810 -2.6525 0.6657

Cartesian forces, eV/Å:
-1.8480 -0.4489 -1.9189
0.0001 -2.1525 -0.2906
0.0960 -2.0821 2.4583
-1.4491 -1.2200 -0.2166
-1.9341 -0.2108 -0.7855
-1.1373 0.3238 -0.2291
-0.5232 -1.9344 -0.0237
0.0732 -1.0053 -2.1352
0.4466 0.7570 0.6913
-0.1536 -0.5903 0.3572
1.0662 -0.0787 0.6840
0.3653 0.6594 1.3734
0.1812 1.1114 0.9616
1.1446 1.1272 0.1039
-0.6134 1.2440 -2.0669
0.2408 -0.5860 -1.1104
2.2784 0.5029 0.7797
-0.2107 0.1934 0.7880
0.4907 0.8085 -0.0795
0.7945 -0.4961 -0.2423
-0.7387 0.3812 -0.9389
1.1023 1.8963 0.7704
0.3622 1.3632 1.3150
-0.0342 0.4367 -0.2451